Record 1
Formula: C19H19F2I2N3O5
Source: the OMol25 dataset
Level of theory: ωB97M-V/def2-TZVPD

Last column: Mulliken charge in e.
Positions of all 50 atoms, in Å:
O1 -0.25 3.90 -2.28  -0.5983
C1 0.31 4.07 -1.21  0.5901
O2 0.32 5.27 -0.59  -0.4292
C2 1.01 2.91 -0.61  -0.2419
C3 1.18 1.74 -1.39  -0.0498
C4 1.82 0.61 -0.89  -1.3075
I1 1.99 -1.19 -2.24  0.0713
C5 2.34 0.62 0.42  0.7048
N1 3.01 -0.49 0.93  0.7494
C6 4.39 -0.60 1.14  -0.5583
C7 4.64 -1.78 1.77  0.0799
F1 5.86 -2.22 2.16  -0.2992
C8 3.37 -2.45 1.96  0.3015
F2 3.17 -3.65 2.55  -0.3106
C9 2.40 -1.64 1.45  -0.5705
C10 2.18 1.77 1.21  -1.2771
I2 2.90 1.82 3.36  0.0351
C11 1.52 2.90 0.70  1.5854
O3 1.37 3.97 1.54  -0.4660
H1 -0.19 5.85 -1.17  0.3831
H2 0.80 1.70 -2.41  0.5097
H3 5.13 0.14 0.86  0.4485
H4 1.34 -1.86 1.45  0.4629
H5 1.83 3.80 2.38  0.1016
C12 -1.10 0.86 2.22  -0.4679
N2 -2.41 0.30 1.93  -0.0574
C13 -2.82 -0.28 0.80  -0.2513
O4 -3.94 -0.77 0.76  -0.7278
C14 -1.91 -0.31 -0.44  1.7592
C15 -2.46 0.56 -1.58  -0.7136
C16 -3.26 -0.42 -2.44  -0.8450
C17 -2.46 -1.71 -2.32  -0.7427
N3 -1.82 -1.65 -1.01  0.4812
C18 -1.26 -2.69 -0.35  0.7501
C19 -1.23 -4.05 -1.01  -1.4133
O5 -0.76 -2.56 0.76  -0.6541
H6 -0.32 0.11 2.04  0.0725
H7 -1.05 1.16 3.27  0.3606
H8 -0.92 1.74 1.60  0.2078
H9 -3.08 0.26 2.69  0.2882
H10 -0.91 0.04 -0.18  -1.0348
H11 -3.08 1.38 -1.21  0.3808
H12 -1.63 0.96 -2.17  0.1581
H13 -3.33 -0.09 -3.47  0.4414
H14 -4.25 -0.56 -2.01  0.3205
H15 -1.69 -1.75 -3.10  0.3683
H16 -3.12 -2.57 -2.40  0.3708
H17 -2.24 -4.39 -1.21  0.3782
H18 -0.66 -3.99 -1.94  0.2950
H19 -0.74 -4.76 -0.34  0.3602

Output
**LUMO energy**: -1.08 eV
**Structure (SMILES)**: O=C(O)c1cc(I)c(-n2cc(F)c(F)c2)c(I)c1O.CNC(=O)[C@@H]1CCCN1C(C)=O
**E**: -2071.0225 Ha

=====

Record 2
Formula: C20H64N10O12
Source: the OMol25 dataset
Level of theory: ωB97M-V/def2-TZVPD

Last column: Mulliken charge in e.
Positions of all 106 atoms, in Å:
N1 2.54 -4.79 -1.26  -0.2976
C1 2.52 -3.80 -0.48  0.1454
N2 2.89 -4.03 0.76  -0.3581
O1 2.25 -2.53 -0.81  -1.1131
H1 2.10 -4.62 -2.19  0.3004
H2 3.27 -5.59 -1.21  0.2680
H3 2.78 -3.27 1.43  0.2095
H4 2.93 -5.02 1.07  0.2958
N3 -1.97 0.53 -4.31  -0.2049
C2 -3.12 0.26 -3.71  0.2373
N4 -2.93 0.25 -2.47  0.3841
O2 -4.30 -0.06 -4.33  -0.8014
H5 -1.95 0.59 -5.34  0.1833
H6 -1.15 1.03 -3.86  0.3587
H7 -3.83 0.26 -1.87  0.2561
H8 -2.01 0.13 -2.12  -0.3920
N5 3.08 0.82 1.00  0.3189
C3 4.25 0.26 0.94  0.4114
N6 4.35 -0.99 0.47  0.0113
O3 5.30 1.07 1.43  -0.8139
H9 2.99 1.84 1.38  0.1058
H10 2.17 0.40 0.67  -0.3175
H11 5.29 -1.33 0.41  0.2284
H12 3.67 -1.57 0.01  -0.0644
N7 1.78 -1.96 -3.24  0.0685
C4 0.74 -1.33 -3.82  0.0670
N8 -0.42 -1.42 -3.24  -0.0889
O4 0.87 -0.60 -5.10  -0.7805
H13 2.70 -1.84 -3.69  0.3725
H14 1.78 -2.15 -2.17  -0.1521
H15 -1.23 -0.97 -3.70  0.3332
H16 -0.64 -1.88 -2.30  -0.0839
N9 2.08 4.53 -0.64  -0.3375
C5 2.95 4.24 0.32  0.6123
N10 4.13 4.23 -0.15  -0.3188
O5 2.63 3.74 1.61  -0.7582
H17 1.14 4.38 -0.40  0.1907
H18 2.27 4.79 -1.66  0.2374
H19 4.84 3.68 0.36  0.2854
H20 4.35 4.52 -1.06  0.1690
C6 -2.99 2.54 0.46  0.0839
C7 -3.99 3.35 -0.31  0.5504
C8 -5.29 3.70 0.43  -1.5897
O6 -3.56 4.46 -0.67  -0.5235
H21 -2.72 2.92 1.43  0.6282
H22 -1.98 2.64 -0.02  -0.4839
H23 -3.27 1.51 0.47  -0.3084
H24 -4.09 2.83 -1.24  0.0338
H25 -5.92 4.28 -0.23  0.5678
H26 -5.13 4.29 1.36  0.2913
H27 -5.90 2.88 0.63  0.3475
H28 -4.39 4.92 -0.95  0.4092
C9 -2.35 0.29 2.91  -0.2821
C10 -3.70 -0.33 3.18  0.3669
C11 -4.72 0.79 3.01  -1.6104
O7 -4.02 -1.20 2.33  -0.4957
H29 -2.45 1.38 3.26  0.4604
H30 -2.05 0.23 1.86  -0.6633
H31 -1.59 -0.20 3.53  0.2883
H32 -3.75 -0.85 4.19  0.4880
H33 -4.47 1.60 3.67  0.4277
H34 -5.66 0.46 3.33  0.5115
H35 -4.75 1.15 2.00  0.1496
H36 -4.05 -2.09 2.73  0.3823
C12 -0.66 -3.78 -1.35  -1.0584
C13 -1.51 -2.82 -0.45  0.3565
C14 -0.95 -2.65 0.95  0.1386
O8 -1.68 -1.63 -0.74  -0.1481
H37 0.22 -3.28 -1.71  -0.3316
H38 -1.28 -3.84 -2.27  0.5117
H39 -0.60 -4.82 -0.97  0.3850
H40 -2.48 -3.31 -0.42  0.5670
H41 0.12 -2.41 0.92  -0.5246
H42 -0.93 -3.65 1.59  0.3512
H43 -1.45 -1.93 1.61  -0.3161
H44 -2.62 -1.46 -0.98  0.1746
C15 1.54 -0.57 3.76  -1.0808
C16 2.61 -1.61 3.50  0.5040
C17 2.54 -2.96 4.27  -1.5466
O9 2.64 -1.91 2.29  -0.3100
H45 0.65 -1.06 3.36  -0.1255
H46 1.65 0.44 3.41  0.4158
H47 1.40 -0.52 4.81  0.6263
H48 3.60 -1.26 3.73  0.4789
H49 3.21 -3.02 5.23  0.2992
H50 2.88 -3.82 3.63  0.2964
H51 1.57 -3.18 4.67  0.3608
H52 3.11 -1.28 1.82  -0.1597
C18 0.09 0.97 0.56  -0.5839
O10 0.67 -0.13 -0.02  3.9069
H53 0.68 1.77 0.21  0.0791
H54 0.13 0.82 1.61  0.3510
H55 -0.94 0.95 0.19  -0.8025
H56 0.07 -0.88 -0.12  -1.3327
C19 -0.54 2.67 -2.36  0.0693
O11 0.06 1.73 -3.21  -0.7416
H57 -1.54 2.79 -2.82  0.3794
H58 -0.07 3.62 -2.34  0.3887
H59 -0.49 2.13 -1.43  -0.6741
H60 0.89 1.48 -2.83  0.1001
C20 3.25 0.64 -2.37  0.1632
O12 2.54 1.66 -1.66  -0.6470
H61 3.00 0.60 -3.48  0.3867
H62 3.19 -0.19 -1.68  -0.6821
H63 4.30 0.88 -2.32  0.5298
H64 2.85 1.51 -0.75  0.0477

Output
**LUMO energy**: -0.14 eV
**Structure (SMILES)**: NC(N)=O.NC(N)=O.NC(N)=O.NC(N)=O.NC(N)=O.CC(C)O.CC(C)O.CC(C)O.CC(C)O.CO.CO.CO
**Relative energy (zero: lowest compared OMol25 entry of this formula, charge and spin)**: 409.5 kJ/mol
**E**: -2250.5365 Ha

=====

Record 3
Formula: C5H12O2S2
Source: the OMol25 dataset
Level of theory: ωB97M-V/def2-TZVPD

Last column: Mulliken charge in e.
Positions of all 21 atoms, in Å:
C1 -1.61 -2.31 0.78  -0.3058
C2 -0.22 -2.90 0.86  -0.2573
O1 0.09 -2.74 2.24  -0.3671
C3 -0.58 -1.57 2.67  -0.1235
O2 -1.51 -1.20 1.67  -0.3621
H1 -1.91 -1.93 -0.22  0.2773
H2 -2.38 -3.02 1.11  0.2441
H3 0.50 -2.35 0.22  0.1985
H4 -0.15 -3.97 0.60  0.2809
H5 -1.07 -1.79 3.64  0.2028
H6 0.12 -0.73 2.83  0.2127
C4 1.07 2.35 -3.47  -0.7665
S1 0.88 1.01 -2.28  -0.0437
S2 1.86 1.73 -0.65  -0.0885
C5 0.59 2.73 0.16  -0.7000
H7 0.59 2.03 -4.41  0.2732
H8 2.13 2.56 -3.67  0.2891
H9 0.59 3.28 -3.13  0.2471
H10 0.26 3.57 -0.48  0.2695
H11 -0.29 2.12 0.42  0.2398
H12 1.03 3.14 1.08  0.2794

Output
**LUMO energy**: 0.76 eV
**Structure (SMILES)**: C1COCO1.CSSC
**Relative energy (zero: lowest compared OMol25 entry of this formula, charge and spin)**: 179.6 kJ/mol
**E**: -1144.5272 Ha

=====

Record 4
Formula: C5H6Cl3N
Source: the OMol25 dataset
Level of theory: ωB97M-V/def2-TZVPD

Last column: Mulliken charge in e.
Positions of all 15 atoms, in Å:
C1 2.83 2.08 -0.04  -0.0463
C2 -0.11 -0.06 -0.47  -0.5843
C3 0.24 -1.24 0.39  -0.5111
C4 0.53 1.19 0.01  -0.6271
C5 1.64 -1.60 0.14  0.2615
N1 1.98 1.14 -0.17  -0.0513
Cl1 4.49 1.71 -0.03  -0.0914
Cl2 2.54 -2.42 1.36  -0.1777
Cl3 2.22 -1.95 -1.44  -0.1415
H1 0.24 -0.17 -1.56  0.2968
H2 -1.21 0.22 -0.40  0.2928
H3 -0.04 -1.10 1.56  0.3064
H4 -0.22 -2.16 0.05  0.2812
H5 0.15 1.99 -0.64  0.3727
H6 0.23 1.36 1.00  0.4195

Output
**LUMO energy (alpha / beta)**: -1.16 / 0.12 eV
**Relative energy (zero: lowest compared OMol25 entry of this formula, charge and spin)**: 70.0 kJ/mol
**E**: -1629.2963 Ha